1.
This record from the OMol25 dataset describes a molecular structure, C38H35BI2N4O4S3Ti. The level of theory is the ωB97M-V functional and the def2-TZVPD basis.

Structure (XYZ):
```
88
Properties=species:S:1:pos:R:3:forces:R:3:mulliken_charge:R:1
Ti -0.601 0.204 -0.040 0.7 0.0 0.3 0.47
I 0.808 7.121 -3.567 0.0 0.1 0.0 -0.02
C 0.286 5.214 -2.903 0.0 -0.2 0.1 -0.53
C -0.747 4.528 -3.516 0.0 0.0 -0.1 -0.25
C -1.084 3.266 -3.057 0.2 0.3 0.0 -0.40
I -2.666 2.258 -3.947 -0.1 -0.1 0.0 -0.05
C -0.406 2.640 -1.990 -0.1 0.0 0.3 -0.23
O -0.796 1.487 -1.568 0.0 -0.4 -0.3 0.61
C 0.649 3.375 -1.374 -0.1 0.0 -0.1 1.15
C 1.456 2.794 -0.238 0.0 0.1 0.0 -1.69
N 0.639 2.154 0.789 0.0 0.0 -0.1 0.26
C -0.137 3.113 1.567 0.0 0.0 0.1 -0.93
C -1.494 3.308 0.955 -0.1 -0.1 0.0 0.76
C -2.049 4.565 0.742 -0.1 -0.1 0.0 -1.16
C -3.302 4.653 0.161 0.0 0.0 0.0 -0.35
C -3.965 3.485 -0.187 0.1 0.1 0.0 -1.07
C -3.338 2.275 0.059 0.1 0.1 0.0 -0.39
N -2.131 2.184 0.618 0.1 -0.1 -0.1 0.34
C 0.969 4.638 -1.839 0.0 0.1 0.0 -0.52
H -1.294 4.968 -4.339 0.0 0.0 0.0 0.39
H 2.050 3.612 0.200 0.0 -0.1 0.0 0.37
H 2.134 2.030 -0.625 0.0 0.0 0.0 0.37
H 1.231 1.596 1.415 0.1 0.0 -0.1 0.09
H 0.376 4.081 1.652 0.0 0.0 0.0 0.37
H -0.256 2.708 2.576 0.0 0.0 0.0 0.16
H -1.477 5.448 0.999 0.0 0.0 0.0 0.44
H -3.746 5.621 -0.039 0.0 0.0 0.0 0.37
H -4.934 3.497 -0.666 0.0 0.0 0.0 0.42
H -3.809 1.345 -0.233 0.0 0.0 0.0 0.52
H 1.769 5.184 -1.350 0.0 0.0 0.0 0.40
C 5.490 -1.716 1.040 0.0 0.0 0.0 -1.15
C 4.444 -2.707 0.548 0.0 0.0 0.0 -0.60
N 3.535 -2.116 -0.417 0.1 -0.1 0.0 0.72
C 3.341 -2.864 -1.645 -0.1 -0.1 0.1 0.12
C 4.404 -2.546 -2.687 0.0 0.0 0.0 -1.27
C 2.497 -1.328 0.111 0.0 0.3 -0.1 -0.09
S 1.635 -0.371 -1.120 0.0 -0.1 0.0 -0.58
N 2.421 -1.217 1.384 0.2 0.0 0.1 -0.12
C 1.438 -0.485 2.018 -0.4 0.1 -0.2 -1.56
O 0.215 -0.449 1.395 -0.5 0.3 0.1 0.20
C 1.522 0.022 3.306 0.3 -0.1 0.2 1.50
C 0.392 0.588 3.996 0.0 -0.1 -0.2 -0.55
C 0.525 1.166 5.237 -0.2 0.1 0.1 -0.39
C 1.743 1.224 5.920 0.1 -0.1 -0.1 -0.83
C 2.843 0.615 5.290 0.1 0.1 0.2 -0.18
C 2.757 0.033 4.054 -0.1 -0.1 -0.3 -1.25
H 6.180 -2.194 1.741 0.0 0.0 0.0 0.36
H 5.000 -0.889 1.553 0.0 0.0 0.0 0.12
H 6.064 -1.313 0.203 0.0 0.0 0.0 0.34
H 3.875 -3.081 1.407 0.0 0.0 0.0 0.32
H 4.932 -3.560 0.067 0.0 0.0 0.0 0.52
H 2.353 -2.643 -2.038 0.0 0.0 0.0 -0.48
H 3.348 -3.940 -1.420 0.0 0.0 0.0 0.41
H 4.374 -1.482 -2.926 0.0 0.0 0.0 0.20
H 4.240 -3.120 -3.601 0.0 0.0 0.0 0.42
H 5.406 -2.780 -2.314 0.0 0.0 0.0 0.36
H -0.585 0.521 3.531 0.0 0.0 0.0 0.73
H -0.370 1.577 5.701 0.0 0.0 0.0 0.35
H 1.829 1.683 6.897 0.0 0.0 0.0 0.33
H 3.807 0.602 5.794 0.0 0.0 0.0 0.35
H 3.632 -0.414 3.599 0.0 0.0 0.0 0.29
O -2.773 -0.672 2.024 -0.2 -0.1 -0.2 -0.07
B -2.612 -0.662 0.601 0.5 0.1 0.0 0.49
O -3.829 -1.107 0.036 -0.1 0.0 0.0 -0.38
C -4.678 -1.376 1.067 0.1 0.0 -0.1 0.79
C -5.976 -1.833 1.016 0.1 0.0 0.0 -1.21
C -6.627 -2.018 2.239 0.0 0.0 -0.1 -0.42
C -5.983 -1.751 3.440 -0.1 0.0 0.1 -0.56
C -4.667 -1.291 3.479 0.1 0.0 -0.1 -1.08
C -4.029 -1.106 2.269 -0.2 -0.1 0.1 0.59
H -6.453 -2.038 0.067 0.0 0.0 0.0 0.49
H -7.648 -2.378 2.249 0.0 0.0 0.0 0.36
H -6.516 -1.910 4.370 0.0 0.0 0.0 0.37
H -4.158 -1.087 4.411 0.0 0.0 0.0 0.52
S -0.580 -3.177 -0.606 0.1 -0.1 0.1 -0.33
C -0.794 -1.661 -1.193 -0.5 0.2 0.2 0.33
S -1.203 -1.375 -2.906 0.1 0.1 0.0 -0.10
C -0.540 -2.792 -3.736 -0.1 -0.1 -0.1 -0.01
C -1.207 -4.013 -3.743 -0.1 0.0 0.0 -0.16
C -0.663 -5.103 -4.403 0.0 0.0 0.0 -0.61
C 0.554 -4.982 -5.060 0.0 -0.1 0.0 -0.42
C 1.227 -3.768 -5.050 0.1 -0.1 0.0 -0.44
C 0.685 -2.679 -4.384 0.0 0.1 0.1 -0.40
H -2.149 -4.095 -3.218 0.0 0.0 0.0 0.40
H -1.185 -6.052 -4.391 0.0 0.0 0.0 0.35
H 0.982 -5.838 -5.571 0.0 0.0 0.0 0.35
H 2.184 -3.670 -5.548 0.0 0.0 0.0 0.38
H 1.218 -1.737 -4.336 0.0 0.0 0.0 0.26
```
Positions in Å, forces in eV/Å.

Output
* orbital gap: 2.657 eV
* total charge: -2
* LUMO energy: 3.24 eV

***

2.
This record from the OMol25 dataset describes a molecular structure, C46H49F3GeN4O6RbS in a non-equilibrium geometry. The level of theory is the ωB97M-V functional and the def2-TZVPD basis.

Structure (XYZ):
```
111
Properties=species:S:1:pos:R:3:forces:R:3:lowdin_spin:R:1
Rb 0.113 -0.484 -0.522 0.9 0.1 0.5 0.04
C 3.272 -2.672 0.960 -0.1 0.0 0.0 0.00
O 2.683 -1.446 0.607 0.0 0.0 0.0 0.00
C 3.175 -0.341 1.340 0.1 -0.1 -0.1 0.00
C 2.376 -0.127 2.604 -0.1 0.1 0.0 0.00
O 1.146 0.472 2.240 0.1 0.0 0.1 0.01
C 0.220 0.534 3.308 0.1 0.0 0.0 0.00
C -0.838 1.556 2.950 -0.1 0.0 0.0 0.00
O -1.445 1.301 1.710 -0.1 -0.2 0.0 0.01
C -2.455 0.306 1.754 0.0 0.1 -0.1 0.00
H 4.357 -2.648 0.809 0.0 0.0 0.0 0.00
H 2.844 -3.432 0.307 0.0 0.0 0.0 0.00
H 3.076 -2.944 2.006 0.0 0.0 0.0 0.00
H 3.079 0.540 0.702 -0.1 0.0 0.0 0.00
H 4.241 -0.471 1.558 0.0 0.0 0.1 0.00
H 2.915 0.521 3.307 0.0 0.0 0.0 0.00
H 2.192 -1.087 3.105 0.0 0.0 0.0 0.00
H 0.721 0.857 4.230 0.0 0.0 0.0 0.00
H -0.201 -0.464 3.486 -0.1 0.0 0.0 0.00
H -0.373 2.540 2.865 0.0 0.0 0.0 0.00
H -1.587 1.604 3.752 0.0 0.0 0.0 0.00
H -3.268 0.610 2.425 0.0 0.0 0.0 0.00
H -2.067 -0.670 2.061 0.0 0.0 0.0 0.00
H -2.846 0.216 0.739 0.1 0.0 0.1 0.00
N 3.625 -0.249 -4.079 0.0 0.0 0.2 0.00
C 4.473 0.639 -3.455 0.0 0.0 -0.1 0.00
C 3.969 0.791 -2.199 0.0 0.0 0.1 0.00
N 2.844 0.016 -2.032 0.1 0.2 -0.1 0.01
C 2.672 -0.606 -3.172 0.0 0.0 0.0 0.00
C 1.640 -1.600 -3.464 -0.1 0.1 0.0 0.00
N 1.241 -2.540 -2.641 0.0 -0.2 -0.1 0.00
C 0.292 -3.251 -3.336 -0.1 0.0 0.1 0.00
C 0.113 -2.726 -4.579 0.0 0.0 0.0 0.00
N 0.995 -1.676 -4.662 -0.1 -0.1 0.1 0.00
H 3.750 -0.658 -4.986 0.0 0.0 -0.1 0.00
H 5.324 1.075 -3.954 -0.1 0.0 0.0 0.00
H 4.336 1.436 -1.412 0.0 -0.1 -0.1 0.00
H -0.225 -4.089 -2.893 0.1 0.1 0.0 0.00
H -0.570 -2.969 -5.376 0.1 0.0 0.1 0.00
H 0.960 -0.940 -5.346 0.0 0.1 -0.1 0.00
C 5.065 4.003 0.980 0.0 0.0 0.0 0.02
C 4.771 4.287 -0.347 0.0 0.0 0.0 0.00
C 3.499 4.040 -0.850 0.0 0.0 -0.1 0.03
C 2.492 3.495 -0.045 0.3 0.3 0.0 0.09
C 2.806 3.230 1.291 -0.1 -0.1 0.1 0.02
C 4.072 3.481 1.801 0.0 0.0 0.0 0.00
Ge 0.727 3.098 -0.782 0.0 -0.2 -0.2 0.46
C 0.658 3.586 -2.665 0.0 0.2 -0.2 0.07
C -0.387 4.386 -3.132 -0.1 0.0 0.0 0.02
C -0.472 4.747 -4.471 0.0 0.0 0.0 0.00
C 0.496 4.324 -5.371 0.0 0.0 0.0 0.02
C 1.544 3.531 -4.923 0.0 0.0 0.0 0.00
C 1.614 3.160 -3.588 0.0 0.0 0.0 0.02
C -0.637 4.060 0.202 -0.1 0.2 0.3 0.08
C -1.999 3.822 0.004 0.0 -0.1 -0.1 0.02
C -2.949 4.528 0.726 0.0 0.0 0.0 0.00
C -2.558 5.475 1.666 0.0 0.0 0.0 0.02
C -1.209 5.715 1.880 0.0 0.0 0.0 0.00
C -0.256 5.011 1.152 -0.1 0.0 0.0 0.02
H 6.055 4.195 1.376 0.0 0.0 0.0 0.00
H 5.530 4.711 -0.995 0.0 0.0 0.0 0.00
H 3.291 4.280 -1.888 0.0 0.0 0.1 0.00
H 2.047 2.808 1.944 0.0 0.0 -0.1 0.00
H 4.284 3.269 2.844 0.0 0.0 0.0 0.00
H -1.154 4.730 -2.447 0.0 0.0 0.0 0.00
H -1.298 5.361 -4.809 0.0 0.0 0.0 0.00
H 0.431 4.608 -6.416 0.0 0.0 0.0 0.00
H 2.308 3.191 -5.615 0.0 0.0 0.0 0.00
H 2.433 2.529 -3.269 0.0 0.0 0.0 0.00
H -2.311 3.064 -0.708 0.1 0.1 0.1 0.00
H -4.002 4.330 0.559 0.0 0.0 0.0 0.00
H -3.305 6.021 2.230 0.0 0.0 0.0 0.00
H -0.892 6.453 2.608 0.0 0.0 0.0 0.00
H 0.796 5.212 1.329 0.0 0.0 0.0 0.00
O -0.706 -2.413 1.095 0.0 -0.6 0.2 0.00
S -0.444 -3.736 0.438 -0.2 0.4 -0.1 0.00
C 0.084 -4.866 1.738 0.1 -0.3 0.2 0.00
C -0.865 -5.028 2.889 0.1 0.0 -0.1 0.00
C -1.465 -6.263 3.121 -0.1 0.0 0.0 0.00
C -2.381 -6.423 4.153 0.0 0.0 0.0 0.00
C -2.702 -5.344 4.963 0.0 0.0 0.0 0.00
C -2.103 -4.111 4.740 0.0 0.1 0.0 0.00
C -1.187 -3.950 3.711 0.0 0.0 0.0 0.00
C -2.082 -4.481 0.056 -0.2 -0.2 0.1 0.00
C -3.237 -3.669 0.571 0.1 0.0 0.0 0.00
C -3.880 -4.023 1.752 -0.1 0.0 0.0 0.00
C -4.939 -3.259 2.223 0.0 0.0 0.0 0.00
C -5.355 -2.136 1.522 0.0 0.0 0.0 0.00
C -4.706 -1.776 0.348 0.0 0.0 0.0 0.00
C -3.650 -2.539 -0.129 0.0 0.1 0.0 0.00
H 1.054 -4.466 2.040 0.0 0.0 0.1 0.00
H 0.264 -5.820 1.234 0.0 0.0 0.0 0.00
H -1.219 -7.109 2.486 0.0 0.0 0.0 0.00
H -2.843 -7.387 4.323 0.0 0.0 0.0 0.00
H -3.416 -5.460 5.770 0.0 0.0 0.0 0.00
H -2.357 -3.264 5.368 0.0 0.0 0.0 0.00
H -0.741 -2.981 3.518 0.0 -0.1 0.0 0.00
H -2.090 -5.485 0.487 0.0 0.0 -0.1 0.00
H -2.118 -4.571 -1.029 0.0 0.1 0.0 0.00
H -3.550 -4.895 2.308 -0.1 0.1 -0.1 0.00
H -5.438 -3.544 3.142 0.0 0.0 0.0 0.00
H -6.183 -1.541 1.890 0.0 0.0 0.0 0.00
H -5.014 -0.894 -0.203 0.0 -0.1 0.0 0.00
H -3.131 -2.224 -1.029 0.0 0.0 0.0 0.00
F -2.253 -0.140 -4.917 0.1 0.1 0.0 0.00
C -1.718 0.760 -4.073 0.0 0.0 0.0 0.00
F -0.437 0.962 -4.490 -0.1 0.0 0.0 0.00
F -2.375 1.911 -4.246 0.0 0.0 0.0 0.00
C -1.714 0.280 -2.589 -0.3 -0.2 -0.2 0.00
O -1.826 -0.949 -2.429 0.0 0.1 -0.2 0.00
O -1.538 1.169 -1.739 -0.3 0.4 -0.4 0.03
```
Positions in Å, forces in eV/Å.

Output
* <S²>: 0.755
* 2S+1: 2
* orbital gap (alpha / beta): 6.500 / 8.189 eV
* LUMO energy (alpha / beta): 0.15 / -0.15 eV

***

3.
This record from the OMol25 dataset describes 3 unconnected molecules or ions with the total composition C4H13NO2 in a non-equilibrium geometry. The level of theory is the ωB97M-V functional and the def2-TZVPD basis.

Structure (XYZ):
```
20
Properties=species:S:1:pos:R:3:forces:R:3:nbo_charge:R:1
C 2.996 1.661 1.240 -2.6 -3.1 -1.1 -0.57
C 2.153 0.609 0.912 0.7 1.8 -0.8 0.23
N 2.033 -0.625 1.545 -1.1 2.5 -0.3 -0.81
C 1.324 0.820 -0.423 -0.3 0.7 1.8 -0.45
C 0.055 -0.097 -0.668 2.8 -0.9 3.7 -0.64
H 2.927 2.337 0.417 0.7 1.3 0.3 0.20
H 3.639 1.650 2.090 0.5 0.3 0.2 0.21
H 1.653 -1.311 0.966 -0.5 -1.4 -0.7 0.37
H 2.842 -0.852 2.022 1.6 -0.9 1.1 0.38
H 0.894 1.872 -0.370 0.8 -1.2 0.0 0.22
H 2.112 0.845 -1.212 -1.0 -0.5 0.1 0.23
H -0.624 -0.245 0.238 1.1 0.5 -1.1 0.23
H 0.382 -1.072 -0.990 -0.2 -0.4 -0.4 0.20
H -0.398 0.457 -1.372 -2.2 1.3 -2.7 0.21
O -5.484 -0.661 1.035 1.7 -0.6 1.1 -0.94
H -4.686 -1.062 1.510 -1.9 0.7 -1.1 0.47
H -6.019 -1.392 0.713 0.2 -0.1 0.1 0.47
O -2.329 -1.069 -2.384 -0.4 -0.2 -0.5 -0.92
H -1.507 -0.813 -2.006 0.8 0.3 1.7 0.46
H -1.962 -1.052 -3.261 -0.7 -0.3 -1.4 0.46
```
Positions in Å, forces in eV/Å.

Output
* orbital gap: 8.682 eV
* SMILES string: C=C(N)CC.O.O
* LUMO energy: 0.61 eV

***

4.
This record from the OMol25 dataset describes a molecular structure, C4H8ClMg in a non-equilibrium geometry. The level of theory is the ωB97M-V functional and the def2-TZVPD basis.

Structure (XYZ):
```
14
Properties=species:S:1:pos:R:3:forces:R:3:nbo_charge:R:1
C -1.719 1.478 -0.532 1.6 -5.4 -1.4 -0.10
C -0.141 1.047 -0.648 -0.7 1.3 1.4 -0.30
Cl 0.691 1.524 -2.234 -1.0 -0.5 1.6 -0.01
C -0.058 -0.598 -0.388 -0.1 -0.5 0.7 -0.42
C 0.658 -0.753 1.110 -1.8 1.5 -1.4 -0.71
H -2.215 0.788 0.306 0.8 2.3 -1.3 0.20
H -2.282 1.323 -1.552 0.8 1.3 1.9 0.23
H 0.448 1.598 0.231 -1.2 -1.2 -2.1 0.24
H -1.137 -1.106 -0.391 2.4 1.1 0.2 0.26
H 0.576 -1.145 -1.212 -1.4 1.5 1.4 0.26
H 1.667 -0.144 1.046 -1.8 -1.0 0.3 0.20
H 0.794 -1.886 1.371 -0.7 1.7 -0.1 0.20
H -0.066 -0.175 1.855 1.8 -1.6 -1.1 0.29
Mg 2.785 -1.951 1.038 1.2 -0.5 0.1 0.64
```
Positions in Å, forces in eV/Å.

Output
* orbital gap: 2.579 eV
* total charge: +1
* LUMO energy: -7.80 eV

***

For the records above, the corresponding DFT total energy values read -126628.035 -142901.897 -9942.086 -22230.543 eV.